(1)
C14H26N2O3 | wB97M-V/def2-TZVPD

Calculated values
LUMO energy in eV: 0.799
HOMO in eV: -8.9

Geometry (Å):
H 0.61 1.10 -2.71
C -4.84 -1.11 3.19
C 1.62 0.93 -2.31
H -2.82 -0.90 3.89
H -3.44 -3.04 2.28
C 4.93 -0.80 -0.10
C -2.64 -1.86 0.67
C 2.67 -0.24 -0.31
H 5.21 0.19 0.25
H -5.38 -1.24 2.26
H 2.46 3.38 -3.48
H -5.22 -0.22 3.69
H -1.80 -2.45 2.54
H 0.48 0.51 0.43
O -0.65 -1.90 -1.20
H 2.18 4.36 -2.04
H 1.35 -1.14 -1.75
H -3.85 0.47 1.39
H -1.55 1.24 0.92
H -3.10 1.19 2.81
C -1.71 0.29 1.45
C 2.52 0.48 -3.45
H 2.58 1.24 -4.22
C 1.88 3.46 -2.56
O 2.63 0.11 0.84
N 0.28 0.03 -0.44
C -0.67 -0.97 -0.41
C -3.34 -0.96 2.93
C 2.10 2.24 -1.67
H -5.03 -1.97 3.83
H -0.92 0.18 2.20
H 3.16 2.15 -1.43
H -2.27 -2.73 0.12
H 5.70 -1.22 -0.73
N -1.67 -0.80 0.49
C 1.47 -0.18 -1.24
H 1.56 2.39 -0.73
H 2.13 -0.43 -3.89
O 3.76 -0.72 -0.90
C -3.07 0.33 2.14
H 4.75 -1.44 0.76
H 3.53 0.27 -3.08
C -2.79 -2.18 2.15
H -3.61 -1.57 0.24
H 0.83 3.55 -2.83

Want to see where the charge sits? The Löwdin charges in e are: H 0.1459; C -0.0776; C -0.3155; H 0.1340; H 0.1125; C -0.0356; C -0.1420; C -0.4603; H 0.0987; H 0.0801; H 0.0647; H 0.0766; H 0.1199; H 0.1099; O 0.0499; H 0.0702; H 0.1545; H 0.1190; H 0.1251; H 0.1200; C -0.1563; C -0.0508; H 0.0718; C -0.0966; O 0.1168; N 0.1198; C -0.5080; C -0.3779; C -0.2229; H 0.0763; H 0.1327; H 0.1181; H 0.1215; H 0.0948; N -0.0455; C -0.1954; H 0.1110; H 0.0855; O -0.0295; C -0.1557; H 0.0982; H 0.0748; C -0.1369; H 0.1280; H 0.0766

***

(2)
C14H26N2O3S | wB97M-V/def2-TZVPD

Calculated values
LUMO energy in eV: -1.522
HOMO in eV: -8.5

Geometry (Å):
H 4.46 0.89 3.18
H 2.19 1.21 6.11
C -1.74 1.57 -2.00
S -5.61 -1.74 -0.45
H 5.82 1.66 0.81
C -3.03 2.59 -2.29
H -5.44 2.75 -2.17
C 2.69 0.25 6.26
H 0.42 1.40 0.47
H -3.34 -3.91 -1.46
C 1.50 1.54 0.03
H -4.95 -5.42 -2.09
N -3.86 -1.77 -0.54
O 3.43 -0.06 5.10
H -4.53 -5.52 -0.35
H 2.91 0.83 -1.61
H 0.31 0.05 -3.04
C 1.77 0.65 -1.31
C 0.87 1.02 -2.62
C -4.87 0.52 -1.34
H 1.19 -1.11 0.12
C -4.54 2.02 -1.94
H 1.62 2.69 -0.28
O -3.05 -4.83 -1.59
H 2.35 1.32 0.84
C -4.17 -5.66 -1.37
H 1.94 -0.52 6.43
H -2.89 3.67 -2.75
H 0.08 3.11 -1.77
C 5.52 1.81 1.85
H 3.37 0.32 7.12
H 0.96 -1.56 -1.70
C -3.53 -0.39 -1.08
H 6.41 1.86 2.48
C -0.25 2.20 -2.43
H -3.87 -6.70 -1.51
C -1.97 0.07 -1.39
C 1.67 -0.98 -0.94
H 4.96 2.74 1.93
H -1.09 -0.67 -1.18
O 4.71 0.73 2.26
H 2.72 -1.51 -1.02
H 3.87 -0.92 5.25
H -0.43 2.65 -3.52
H 1.61 1.35 -3.49
N -6.19 -0.16 -1.00

Want to see where the charge sits? The Löwdin charges in e are: H 0.0523; H 0.0822; C -0.1121; S 0.8483; H 0.0776; C -0.0088; H 0.0889; C -0.1577; H 0.0847; H 0.0260; C -0.1203; H 0.0736; N -0.2870; O -0.1344; H 0.0726; H 0.1305; H 0.1114; C -0.3773; C -0.2022; C -0.2537; H 0.0824; C -0.0132; H 0.0791; O -0.1435; H 0.0878; C -0.1747; H 0.0779; H 0.1012; H 0.1075; C -0.1707; H 0.0767; H 0.0698; C -0.2219; H 0.0742; C -0.1909; H 0.0778; C 0.0437; C -0.1167; H 0.0742; H 0.0806; O -0.1446; H 0.0825; H 0.0910; H 0.1207; H 0.1195; N -0.2652

***

(3)
C14H26N4O11P2SSb2W | wB97M-V/def2-TZVPD

Calculated values
Spin multiplicity: 3
LUMO energy (alpha / beta) in eV: -0.799 / -1.097
HOMO (alpha / beta) in eV: -7.4 / -8.3

Geometry (Å):
H 3.84 -0.56 0.76
N 0.53 -0.77 -8.27
C 1.82 -1.32 3.40
H 1.31 -0.54 -8.86
H 0.53 -0.86 -2.28
Sb 0.09 1.31 2.42
H 0.79 -4.29 -1.11
O -0.70 1.30 -1.02
C -0.66 0.11 -5.14
W -2.51 1.00 -0.26
O -2.74 1.75 -2.10
C 0.08 2.90 3.84
O -2.28 4.60 1.36
C 2.13 -0.18 4.19
N -0.66 0.42 -4.03
O -2.91 -0.73 -1.20
C -1.38 0.23 3.53
O 0.16 3.97 1.02
H 3.25 1.63 4.40
C 0.49 -0.32 -7.00
C 2.45 -1.44 2.12
H 4.37 1.37 2.19
C 0.91 -2.27 3.87
H -0.57 -4.56 0.03
C 3.66 0.63 2.53
P -1.25 2.37 -2.12
H -0.86 -3.77 -1.52
N 1.66 0.02 -6.42
H 1.95 -1.88 -1.90
H 1.66 0.24 -5.44
H -0.36 -0.89 -8.72
O -3.98 2.15 0.11
H -0.91 3.35 3.86
H 1.78 -0.25 -1.19
H -4.44 2.42 -0.69
H 1.91 -3.48 1.67
P -1.22 3.65 0.67
Sb 0.20 -1.97 0.17
H 0.63 -3.14 3.31
N -0.68 -0.25 -6.41
C -0.14 -3.89 -0.71
H -3.19 4.34 1.14
H 1.66 -0.09 5.16
C 3.03 0.78 3.77
S -3.62 -1.48 -0.03
O -3.17 -0.36 1.01
C 2.07 -2.52 1.18
H -1.57 -0.75 3.11
H 0.81 3.65 3.56
H -2.31 0.81 3.54
H 2.82 -2.65 0.40
C 3.36 -0.46 1.73
O -2.99 -2.72 0.26
O -5.04 -1.44 -0.18
C 1.24 -1.15 -1.51
O -1.64 3.61 -0.83
H 0.45 -2.14 4.84
H -1.02 0.13 4.56
H 0.30 2.49 4.82
O -1.61 2.16 1.25
H 2.53 -0.29 -6.82

Want to see where the charge sits? The Löwdin charges in e are: H 0.1147; N 0.1560; C -0.3374; H 0.1040; H -0.0411; Sb 1.5056; H 0.0048; O -0.6194; C -0.3285; W 1.7208; O -0.5441; C -0.3102; O -0.0786; C -0.1266; N 0.1284; O -0.4457; C -0.3168; O -0.2777; H 0.1095; C -0.5119; C -0.3188; H 0.1069; C 0.0877; H 0.0023; C -0.0905; P 0.8008; H 0.0053; N 0.1756; H 0.0046; H 0.0981; H 0.1104; O -0.3096; H 0.0172; H -0.0002; H 0.0499; H 0.0559; P 0.1944; Sb 1.3657; H 0.0557; N 0.1075; C -0.3281; H 0.0826; H 0.1146; C -0.1381; S 0.3814; O -0.4701; C -0.3247; H -0.0105; H 0.0061; H 0.0180; H 0.0615; C -0.0631; O -0.2989; O -0.2434; C -0.3358; O -0.4260; H 0.0686; H 0.0073; H 0.0085; O -0.6435; H 0.1087

***

(4)
C14H26N6O12S | wB97M-V/def2-TZVPD

Calculated values
LUMO energy in eV: 0.038
HOMO in eV: -8.9

Geometry (Å):
C 1.71 -1.63 -4.49
C 1.10 -1.01 -3.26
H 0.40 5.98 5.05
N 1.22 -4.45 1.36
H -0.98 4.59 6.61
O -0.67 -0.63 0.07
H 0.21 1.23 5.29
C 0.86 1.99 -4.32
O 2.53 -4.08 -2.04
O 1.75 -4.96 2.32
H -1.16 1.14 -4.64
H -0.07 -0.51 5.40
O -1.44 -4.07 2.30
C 1.97 2.15 -5.17
C -0.74 4.92 3.45
H 1.15 -2.85 0.09
C 1.34 -2.97 1.15
H -0.20 0.70 -6.98
O 0.60 0.79 -0.93
H 1.13 -2.31 -5.11
H -0.36 5.36 2.55
O 0.58 -0.27 3.03
H 2.31 -2.61 1.47
O -1.45 0.43 2.91
O -3.49 -3.48 2.56
N -0.99 4.50 5.61
C 1.59 1.62 -6.38
H -1.55 1.50 0.99
H 0.76 2.37 -3.31
C -2.61 -3.41 0.42
C -0.44 0.42 4.98
N -0.42 0.21 3.51
C -0.32 5.27 4.70
H 1.75 -0.19 -2.96
O 3.60 -1.93 -1.64
C -0.16 1.34 -4.98
O 1.17 -2.00 -2.22
H 2.20 1.52 -7.26
H -2.34 3.40 2.91
H -2.35 1.22 -0.53
N -2.52 -3.73 1.88
C -1.42 1.57 -0.09
H -2.27 2.80 5.50
N 0.35 1.09 -6.24
H -1.46 0.57 5.29
H -2.23 -4.27 -0.12
H 0.59 -2.58 1.83
H -1.99 -2.52 0.34
H 2.94 2.49 -4.85
S 2.62 -2.69 -2.32
H -1.10 2.53 -0.45
N -0.43 0.49 -0.34
H 0.07 -0.69 -3.28
H 2.25 -0.89 -5.07
C -1.63 3.48 4.95
O 2.80 -2.42 -3.90
H -3.65 -3.22 0.20
O 0.52 -5.04 0.57
C -1.61 3.78 3.60

Want to see where the charge sits? The Löwdin charges in e are: C -0.1183; C -0.2074; H 0.1098; N -0.4483; H 0.1443; O 0.0487; H 0.0986; C -0.1355; O -0.2175; O 0.0617; H 0.1087; H 0.1041; O 0.0623; C -0.0912; C -0.1039; H 0.0593; C 0.0494; H 0.1474; O 0.0600; H 0.1324; H 0.0899; O 0.0803; H 0.1058; O 0.0417; O 0.0587; N 0.0068; C -0.1493; H 0.0636; H 0.0925; C 0.0666; C 0.0414; N -0.4170; C -0.1464; H 0.1115; O -0.2179; C -0.1293; O -0.2126; H 0.1114; H 0.0883; H 0.1051; N -0.4354; C 0.0595; H 0.1053; N 0.0046; H 0.0825; H 0.0981; H 0.0716; H 0.0717; H 0.0973; S 0.5933; H 0.0972; N -0.4040; H 0.1163; H 0.1201; C -0.1591; O -0.2027; H 0.0899; O 0.0413; C -0.1029

***

(5)
C14H27IrN2S | wB97M-V/def2-TZVPD

Calculated values
Spin multiplicity: 5
Net charge: +2
LUMO energy (alpha / beta) in eV: -6.033 / -10.464
HOMO (alpha / beta) in eV: -12.6 / -16.7

Geometry (Å):
Ir 0.14 0.03 0.03
C -2.59 -0.48 -1.92
H 0.91 2.24 1.08
C -1.18 -0.90 -1.64
H -3.21 -0.51 -1.02
C 0.65 -1.98 -0.71
H 0.56 1.16 4.49
C 0.06 0.71 -3.29
C -0.01 4.00 -1.23
H 3.23 -1.05 -1.20
H 0.90 1.39 -3.15
C -0.78 -1.92 -0.71
H -1.24 -3.08 1.04
C 0.62 1.93 0.07
H -1.13 3.12 0.42
H 0.53 -1.15 4.54
H 1.51 2.07 -0.57
C 1.49 -2.93 0.08
C -0.54 2.80 -0.45
C 1.14 -0.99 -1.64
H -2.65 -2.29 0.27
H -0.86 1.31 -3.31
H -0.85 4.61 -1.58
H -0.31 2.00 3.21
H 2.50 -2.52 0.20
C 0.00 -0.33 -2.22
H 1.57 -3.89 -0.44
H -1.91 -3.72 -0.46
N 0.02 1.14 3.63
H -1.22 2.20 -1.08
H 0.57 3.67 -2.10
H -0.36 -2.04 3.33
N -0.01 -1.16 3.68
C -0.36 -0.02 3.08
H 0.62 4.62 -0.59
H -3.05 -1.14 -2.66
C 2.57 -0.76 -2.02
H 1.05 -3.12 1.07
S -1.40 0.00 1.70
H -2.62 0.54 -2.33
H 0.18 0.24 -4.28
C -1.69 -2.79 0.08
H 2.74 0.29 -2.27
H 2.83 -1.36 -2.90
H 1.59 0.05 0.81

Want to see where the charge sits? The Löwdin charges in e are: Ir 1.1956; C 0.0114; H 0.0586; C -0.2612; H 0.0938; C -0.3111; H 0.1440; C 0.0205; C -0.0820; H 0.0915; H 0.0898; C -0.3118; H 0.0763; C -0.3763; H 0.1071; H 0.1454; H 0.0859; C 0.0004; C -0.3229; C -0.3187; H 0.0809; H 0.0908; H 0.0923; H 0.1216; H 0.0889; C -0.2423; H 0.1203; H 0.1244; N 0.1581; H 0.0802; H 0.0756; H 0.1178; N 0.1621; C -0.7899; H 0.0936; H 0.1239; C 0.0147; H 0.0827; S 0.7779; H 0.0873; H 0.1262; C -0.0254; H 0.0939; H 0.1244; H 0.0841

***

(6)
C14H27LaN2S | wB97M-V/def2-TZVPD

Calculated values
Net charge: +2
LUMO energy (alpha / beta) in eV: -8.732 / -8.879
HOMO (alpha / beta) in eV: -14.7 / -14.6

Geometry (Å):
H 1.80 -1.29 -3.37
C -1.63 0.06 3.05
C 0.11 2.46 -2.45
C 1.26 1.76 -0.20
H 0.25 2.48 1.57
H 0.70 2.90 -3.27
C -3.07 -2.36 -2.87
H -2.94 -1.95 -3.89
H -0.33 3.29 -1.89
H -3.49 0.83 3.39
H 0.30 -0.39 -3.68
La -0.90 -0.10 -0.01
H 3.66 0.87 1.61
C 0.95 1.58 -1.59
C 1.34 -0.29 -3.33
H 2.04 0.87 2.37
H 2.73 -0.64 1.79
H 1.63 3.47 1.09
H 0.11 3.55 0.16
H -0.95 -1.93 -2.24
C -2.23 -0.36 -1.82
H -0.71 1.91 -2.95
H -2.95 -3.45 -2.99
H -4.09 -2.08 -2.53
C 2.64 0.43 1.56
H 1.86 0.32 -4.08
C 2.09 -0.30 -0.85
H 2.62 -2.23 -0.06
N -1.04 1.13 3.62
C 0.79 2.87 0.69
H -3.46 -0.69 2.57
S -0.72 -1.35 2.48
N -2.97 0.14 2.86
C 2.92 -1.54 -0.87
H 2.80 -2.09 -1.81
H -1.58 1.77 4.15
H -0.08 0.99 3.98
C 1.47 0.31 -1.98
H -2.06 -2.43 -0.99
H 4.00 -1.33 -0.75
H -3.15 -0.01 -1.36
C 1.98 0.61 0.24
H -1.38 1.04 1.48
H -1.66 0.49 -2.34
C -1.97 -1.78 -1.89

Want to see where the charge sits? The Löwdin charges in e are: H 0.0881; C -0.9394; C -0.0230; C -0.2707; H 0.0521; H 0.1147; C -0.0325; H 0.0945; H 0.0905; H 0.1292; H 0.0927; La 1.7206; H 0.1260; C -0.2682; C 0.0099; H 0.0744; H 0.0918; H 0.1218; H 0.0904; H 0.0971; C -0.2644; H 0.0667; H 0.1018; H 0.1044; C -0.0074; H 0.1226; C -0.2396; H 0.0940; N 0.0901; C -0.0251; H 0.1079; S 0.5400; N 0.0841; C -0.0147; H 0.0773; H 0.1149; H 0.1343; C -0.2144; H 0.1220; H 0.1152; H 0.0960; C -0.2531; H -0.1226; H 0.0802; C -0.3701

***

(7)
C14H27N3O3 | wB97M-V/def2-TZVPD

Calculated values
LUMO energy in eV: 0.530
HOMO in eV: -9.2

Geometry (Å):
H 3.43 -0.04 0.39
C 1.38 0.51 0.06
H -4.71 -0.40 -4.34
H -5.66 0.38 -2.06
H -0.17 -0.88 0.54
H 1.62 0.90 -0.93
O -0.69 1.18 -1.68
H -2.81 -0.25 -0.31
C -2.91 -0.61 -2.35
C 2.51 -1.59 -0.67
H 3.12 -1.84 1.97
C 2.27 -1.19 1.77
H 2.30 -0.47 2.56
C -1.75 -2.49 0.59
H -2.26 -1.08 -3.12
H -0.12 3.67 2.58
C 1.40 1.78 0.95
H -2.06 -4.33 1.58
H 1.55 -2.09 -0.73
N -1.88 -2.07 -0.68
C -1.44 -3.93 0.80
O -1.90 -1.77 1.54
H 1.27 4.42 1.64
C -5.36 -0.56 -1.59
H -1.79 -2.77 -1.39
H 3.34 -2.28 -0.40
N 0.42 2.71 0.82
H -4.23 -2.34 -2.01
H -5.61 -1.84 -3.96
C -2.12 -0.67 -1.06
C -4.28 -1.32 -2.37
H -1.59 -4.46 -0.14
H -0.43 4.66 1.16
H -0.32 2.49 0.12
H -6.29 -1.13 -1.44
O 2.31 1.95 1.78
H -0.44 -4.07 1.17
N 0.07 -0.15 -0.10
H 2.71 -1.21 -1.67
C 0.28 3.97 1.60
H -3.07 0.41 -2.58
C -0.84 0.17 -1.00
H -3.91 -2.00 -4.38
C 2.48 -0.54 0.40
H 1.31 -1.71 1.79
H -4.97 -0.39 -0.57
C -4.64 -1.38 -3.83

Want to see where the charge sits? The Löwdin charges in e are: H 0.1329; C -0.1592; H 0.0912; H 0.0867; H 0.1020; H 0.1549; O 0.0451; H 0.1547; C -0.1317; C -0.0759; H 0.0798; C -0.0448; H 0.0681; C -0.5941; H 0.1315; H 0.0896; C -0.4164; H 0.0833; H 0.0647; N 0.1139; C 0.0173; O 0.0653; H 0.0780; C -0.0659; H 0.1410; H 0.0931; N 0.0194; H 0.1265; H 0.0759; C -0.1866; C -0.4323; H 0.0775; H 0.0738; H 0.1285; H 0.0838; O 0.0311; H 0.0841; N 0.1326; H 0.0809; C -0.0415; H 0.1180; C -0.4332; H 0.0854; C -0.3691; H 0.0715; H 0.0730; C -0.1044

***

(8)
C14H28BF4N4O6Ti | wB97M-V/def2-TZVPD

Calculated values
Net charge: +1
LUMO energy in eV: -2.804
HOMO in eV: -11.3

Geometry (Å):
F -3.59 -2.65 -0.74
H -3.20 -3.20 4.79
O 0.73 -0.20 -1.73
C 1.70 -2.70 0.97
O 0.56 1.69 0.32
C -1.10 0.92 -2.94
H 3.31 -1.58 1.83
H 0.52 2.63 -1.48
O -2.24 0.81 0.78
C 1.23 2.05 -0.89
O -1.31 1.28 -1.59
H -3.80 2.10 0.39
H 1.99 1.15 -2.67
H -3.79 0.59 -0.56
N -0.19 -2.03 4.45
H -2.71 -0.35 2.42
C 2.48 0.81 1.49
H 1.81 2.86 1.50
F -3.71 -0.96 -2.31
O 1.89 -0.37 0.96
H -2.65 -2.02 3.66
H -3.09 2.23 -2.11
C -2.42 2.09 -1.26
H -2.03 0.55 -3.39
Ti -0.65 -0.56 0.48
C 2.68 -1.54 0.95
H 2.13 -3.59 0.52
H -0.05 -3.58 6.31
H -0.51 -1.17 -3.01
H -0.70 -3.14 1.73
C -0.04 -0.19 -2.94
O 0.54 -2.33 0.23
H -0.76 1.80 -3.50
H 2.09 2.69 -0.67
H -1.72 -4.01 6.42
N -0.20 -0.54 2.52
C -0.75 -2.67 0.76
C 1.71 0.84 -1.67
H 0.73 1.75 2.33
H 3.31 -1.55 0.06
C 1.38 1.86 1.48
N -2.47 -2.57 4.49
C -0.24 -1.22 3.45
C -1.22 -2.71 4.93
C -2.57 -0.45 1.34
F -1.77 -1.19 -1.08
H 3.33 1.10 0.87
F -2.32 -2.77 -2.67
H 1.41 -2.93 2.00
H 0.62 -0.07 -3.80
H -1.32 -3.23 0.04
N -0.97 -3.55 5.92
C -3.18 1.39 -0.15
B -2.95 -1.97 -1.75
H -2.05 3.07 -0.94
H 2.59 0.41 -1.20
H -3.40 -0.94 0.85
H 2.83 0.64 2.51

Want to see where the charge sits? The Löwdin charges in e are: F 0.1649; H 0.1310; O -0.1666; C -0.1225; O -0.1819; C -0.1342; H 0.1388; H 0.1251; O -0.2449; C -0.1299; O -0.2170; H 0.1418; H 0.1421; H 0.1203; N 0.1534; H 0.0656; C -0.1525; H 0.1373; F 0.1640; O -0.2446; H 0.0961; H 0.1447; C -0.1368; H 0.1331; Ti 1.1713; C -0.1340; H 0.1431; H 0.1300; H 0.1166; H 0.0747; C -0.1160; O -0.2397; H 0.1333; H 0.1391; H 0.1272; N 0.1299; C -0.1106; C -0.1416; H 0.1135; H 0.1383; C -0.1524; N 0.2235; C -0.2609; C -0.4713; C -0.1485; F -0.0715; H 0.1346; F 0.1816; H 0.1170; H 0.1336; H 0.0832; N 0.2022; C -0.1021; B -1.1466; H 0.1364; H 0.1161; H 0.0835; H 0.1392

***

no.,DFT total energy (eV),largest force on an atom (eV/Å)
1,-24064.115,0.47
2,-34885.038,7.12
3,-87742.368,0.65
4,-59272.185,1.91
5,-31590.844,4.03
6,-29612.047,4.71
7,-25570.491,2.48
8,-67878.221,2.10